10
Properties=species:S:1:pos:R:3:forces:R:3:mulliken_charge:R:1 method="wB97M-V/def2-TZVPD" orbital_gap_ha="0.2747 / 0.2795" lumo_energy_ev="-8.3 / -8.0" charge=+1
C 0.093 -0.518 -0.366 -2.9 1.2 3.1 0.600
C -0.521 -1.755 -0.472 5.1 2.4 -2.6 -0.491
C 0.580 1.276 0.117 0.0 5.3 0.5 -0.106
N 1.087 0.353 -0.785 1.0 -1.1 -1.6 -0.345
N -0.417 0.449 0.592 1.2 -2.0 -3.6 -0.142
H -1.185 -1.958 0.243 -3.0 -1.1 2.3 0.347
H -0.021 -2.441 -1.112 -0.3 -0.9 -0.6 0.309
H 1.166 1.910 0.883 -0.1 -1.3 -1.1 0.323
H 0.135 2.249 -0.499 0.9 -2.1 0.8 0.305
H -0.918 0.434 1.398 -1.8 -0.2 2.8 0.200